# 1
Molecular formula: C23H44NP3ScSe
Method: DFT, wB97M-V/def2-TZVPD

```
73
Properties=species:S:1:pos:R:3:forces:R:3
Se -1.160 2.015 -4.815 -0.05 -0.02 0.37
Sc -0.235 -1.266 0.362 0.31 3.79 5.65
P 0.189 1.429 1.308 0.34 1.17 0.52
P -2.587 -0.005 -0.189 -2.27 0.74 -0.59
P 2.224 -0.739 -0.537 2.40 0.44 -0.85
N -0.444 -3.201 1.718 -0.15 -0.17 -0.92
C -0.129 -0.416 4.789 -0.12 -0.03 0.31
C 1.710 1.740 2.296 0.13 -0.40 0.09
C 0.931 -1.996 3.293 0.08 0.50 -0.07
C 0.917 1.610 -6.786 -0.27 -0.29 0.37
C -0.495 -0.330 -6.373 0.36 0.37 0.12
C 1.656 0.867 -7.714 -0.22 -0.06 0.15
C -0.344 -2.393 2.890 -0.01 0.29 -0.78
C 0.252 -1.064 -7.303 -0.01 0.21 0.04
C -1.514 -1.825 3.390 -0.10 0.61 0.14
C -2.912 1.778 -0.542 0.72 0.14 0.04
C 0.291 2.885 0.174 -0.09 -0.43 -0.51
C -3.552 -0.631 -1.644 0.61 -0.34 0.22
C 1.312 -0.463 -7.989 0.05 0.24 0.33
C 3.534 -1.169 0.673 -0.32 -0.29 0.44
C 2.831 0.912 -1.083 -0.61 0.31 0.06
C -1.398 -0.821 4.356 0.09 -0.27 -0.01
C 1.027 -0.996 4.260 0.05 -0.01 0.23
C 2.857 -1.647 -2.020 -0.61 -0.38 0.20
C -3.847 -0.279 1.126 0.43 -0.31 0.29
C -0.155 1.011 -6.089 0.69 -0.84 -1.08
C -1.031 2.110 2.503 -0.28 -0.44 0.17
C -0.432 -3.037 -0.857 -0.88 -0.47 -5.34
C -0.387 -1.898 -1.706 -0.35 -4.75 -1.71
H -3.534 -1.722 -1.665 -0.21 -0.03 -0.10
H 3.328 -0.717 1.653 0.17 -0.08 -0.26
H -0.583 2.924 -0.484 0.23 0.13 0.15
H 2.678 -2.721 -1.912 0.12 0.01 -0.11
H 2.621 1.513 1.730 -0.21 0.16 0.19
H 1.892 -1.030 -8.719 -0.21 0.14 0.22
H -1.331 -3.689 1.583 0.15 0.06 0.44
H -3.478 0.068 2.098 -0.17 -0.03 -0.16
H -0.248 1.717 -3.685 -0.04 0.11 -0.05
H 2.008 -0.656 4.600 -0.32 -0.22 -0.03
H 1.179 2.829 -0.462 -0.22 0.11 0.19
H 0.333 3.798 0.785 -0.01 -0.33 -0.15
H -2.424 2.042 -1.486 -0.11 0.03 0.07
H 3.819 0.787 -1.547 -0.30 -0.09 0.18
H 0.300 -3.876 1.571 0.10 -0.11 0.38
H 2.516 1.325 -8.210 -0.39 -0.12 0.09
H 3.558 -2.260 0.796 0.14 0.22 0.02
H -4.585 -0.281 -1.555 0.21 -0.08 0.01
H 4.511 -0.824 0.300 -0.36 -0.12 0.10
H 0.480 -1.686 -2.340 -0.15 -0.01 0.65
H -2.051 2.094 2.107 0.25 0.09 0.16
H -1.020 1.513 3.422 0.01 0.27 -0.23
H -1.336 -0.792 -5.852 0.20 0.11 -0.19
H -3.122 -0.249 -2.574 -0.05 0.02 0.03
H -4.057 -1.354 1.194 -0.12 0.21 0.06
H 1.821 -2.438 2.835 -0.22 0.02 0.29
H -1.425 -3.456 -0.603 0.44 0.53 0.06
H -4.767 0.259 0.862 0.29 -0.18 0.05
H -1.329 -1.520 -2.115 0.15 0.25 0.64
H 1.707 1.109 3.193 0.02 0.30 -0.25
H 0.016 -2.113 -7.492 -0.05 0.35 0.00
H -0.046 0.358 5.563 -0.01 -0.36 -0.38
H 1.719 2.798 2.598 0.01 -0.33 -0.13
H -2.296 -0.353 4.764 0.28 -0.18 -0.05
H -2.543 2.438 0.243 -0.16 -0.05 -0.19
H 3.936 -1.475 -2.118 -0.28 0.00 0.10
H 2.138 1.318 -1.829 0.22 0.02 0.04
H 1.176 2.648 -6.569 -0.05 -0.30 -0.14
H 2.356 -1.304 -2.933 0.20 0.02 0.12
H -3.993 1.925 -0.651 0.24 -0.22 0.04
H -2.490 -2.144 3.007 0.32 0.04 0.30
H 2.912 1.619 -0.253 0.04 -0.15 -0.23
H 0.373 -3.791 -0.812 0.00 0.81 0.31
H -0.740 3.144 2.739 -0.10 -0.32 -0.09
```
Positions in Å, forces in eV/Å.

Output
Total charge: +3
Frontier orbital gap: 3.2 eV
HOMO energy: -15.18 eV

---

# 2
Molecular formula: C5H8F2
Method: DFT, wB97M-V/def2-TZVPD

```
15
Properties=species:S:1:pos:R:3:forces:R:3
F 2.064 -0.906 0.485 1.11 -0.08 -0.93
F -1.773 -1.495 0.041 -0.23 0.55 -0.83
C 1.596 0.022 -0.456 0.39 2.45 0.64
C 0.141 0.010 -0.132 -3.00 1.72 0.11
C -1.011 1.069 -0.449 3.15 0.77 -1.50
C -0.599 0.812 0.897 0.73 3.24 4.81
C -0.402 -1.358 -0.097 1.44 -3.64 2.10
H 1.777 -0.190 -1.535 0.24 -0.70 0.92
H -0.434 1.927 -0.805 -0.93 0.18 -0.39
H 2.154 1.028 -0.229 -1.28 -1.71 -0.36
H -0.036 -1.877 0.862 -0.19 0.71 -1.37
H -1.947 0.855 -0.898 -0.52 -0.43 -0.27
H -0.257 1.820 1.658 -0.23 -3.05 -2.70
H -1.270 0.291 1.565 -0.04 -0.51 -0.24
H -0.003 -2.008 -0.906 -0.65 0.49 0.00
```
Positions in Å, forces in eV/Å.

Output
Frontier orbital gap: 11.0 eV
HOMO energy: -9.96 eV

---

# 3
Molecular formula: C12H23As2CuF12N3O3
Method: DFT, wB97M-V/def2-TZVPD

```
56
Properties=species:S:1:pos:R:3:forces:R:3
As 0.640 -1.699 5.964 1.05 -0.11 0.73
As -3.981 -2.055 -4.242 0.52 1.23 3.75
Cu -0.075 0.395 0.170 0.29 0.88 1.22
F 1.869 -2.850 5.184 -1.80 1.38 1.08
F -4.957 -2.736 -5.604 0.90 0.14 0.29
F -2.981 -1.382 -2.861 -1.35 -1.25 -2.21
F 1.991 -0.510 6.210 -1.25 -1.23 -0.28
F -3.701 -0.550 -5.113 -0.31 -2.01 0.56
F -5.513 -1.402 -3.596 1.47 -0.86 -0.94
F -0.721 -2.836 5.695 1.37 1.00 0.08
F 0.358 -0.968 4.368 -0.06 -0.39 0.82
F -4.227 -3.583 -3.319 0.44 2.26 -1.69
F -0.457 -0.543 6.780 0.59 -0.73 -1.10
F 0.914 -2.383 7.590 0.06 0.22 -1.57
F -2.517 -2.819 -5.059 -1.66 0.51 0.26
O 0.529 2.790 2.042 -0.02 0.29 0.83
O 2.354 1.252 1.208 0.12 -1.10 0.02
O -1.738 1.502 1.872 -0.73 0.02 -1.06
N -1.279 3.928 -3.298 -1.25 2.04 -3.46
N 0.075 -4.625 0.369 -0.39 -2.84 -0.08
N 2.883 -1.011 -3.784 1.13 -0.43 -1.22
C -2.009 5.264 -5.463 -0.04 -0.34 0.31
C 1.713 3.527 1.709 -0.34 -1.15 0.25
C 3.291 0.181 1.414 0.47 -0.40 -0.38
C 2.850 2.462 1.781 -0.34 0.49 -1.04
C -0.598 3.532 2.443 -0.94 -0.18 -0.79
C -1.617 4.510 -4.274 1.41 -2.23 3.36
C 4.727 -1.801 -5.553 -1.36 0.36 0.02
C -0.128 -5.779 0.376 -0.19 3.79 0.27
C -2.711 0.540 2.230 -1.09 -0.01 0.95
C 3.672 -1.351 -4.566 0.11 -0.39 0.43
C -1.789 2.604 2.743 1.95 0.47 1.64
C -0.412 -7.187 0.353 1.03 -0.79 0.02
H 5.297 -0.920 -5.847 0.29 -0.28 0.18
H -0.425 4.204 3.283 0.21 -0.11 0.20
H -2.669 3.246 2.797 -0.59 -0.29 -1.05
H 4.208 0.369 0.856 0.30 0.42 0.23
H -1.736 2.272 3.780 0.36 -0.60 0.13
H 3.503 -0.053 2.457 -0.07 0.61 0.23
H 3.000 -0.791 1.017 -1.00 0.30 -0.27
H -2.634 6.076 -5.090 0.10 0.20 -0.45
H -3.669 0.972 2.519 -0.15 0.74 -0.28
H 3.291 2.262 2.758 -0.78 0.11 0.49
H 3.718 2.787 1.207 0.04 0.27 -0.41
H -1.118 5.600 -5.994 -0.11 0.26 0.16
H -1.000 4.132 1.627 0.54 0.46 -0.49
H 1.487 3.979 0.743 0.70 -0.25 -0.54
H -2.574 4.630 -6.145 -0.10 0.03 0.13
H -2.434 0.072 3.174 0.49 -0.76 -0.35
H 0.583 -7.621 0.456 0.06 -0.48 -0.31
H 1.937 4.382 2.347 -0.11 -0.18 0.59
H 4.234 -2.172 -6.452 -0.31 0.27 -0.05
H -0.829 -7.466 -0.615 -0.12 -0.12 0.23
H -0.947 -7.603 1.207 -0.40 0.53 -0.16
H 5.321 -2.667 -5.261 0.11 0.49 0.68
H -2.999 -0.106 1.401 0.76 -0.28 0.05
```
Positions in Å, forces in eV/Å.

Output
2S+1: 2
Frontier orbital gap (alpha / beta): 8.0 / 0.9 eV
HOMO energy (alpha / beta): -10.36 / -10.36 eV

---

# 4
Molecular formula: C25H29N3O6
Method: DFT, wB97M-V/def2-TZVPD

```
63
Properties=species:S:1:pos:R:3:forces:R:3
O -4.421 2.095 1.924 -0.08 -0.07 -0.39
O 4.814 1.604 -0.938 -0.13 -0.05 -0.11
O 0.475 0.088 -3.565 0.23 -0.12 -0.21
O -5.618 1.779 -0.684 0.38 -0.11 -0.13
O 2.284 -1.634 1.810 -0.08 -0.25 0.40
O -0.866 -2.462 -1.760 0.30 -0.13 0.56
N 2.507 -0.196 0.074 0.00 0.20 0.02
N -1.427 0.712 -2.535 -0.10 -0.06 -0.41
N 1.098 -2.008 -0.110 0.07 0.04 -0.51
C -0.122 0.973 -0.149 0.30 -0.11 -0.52
C 3.479 0.577 0.811 0.43 -0.18 -0.01
C -2.171 1.059 -1.442 -0.08 0.17 0.83
C 2.062 0.309 -1.208 -0.08 -0.05 -0.26
C -0.887 -3.217 -0.609 0.08 0.08 0.02
C -1.801 -2.744 -2.769 -0.16 -0.01 -0.22
C -3.543 1.268 -1.526 -0.11 0.06 0.21
C -1.526 1.203 -0.204 -0.46 0.01 -0.36
C 0.585 0.612 -1.245 -0.04 0.26 0.34
C 4.846 0.631 0.105 -0.19 -0.25 0.47
C -2.290 1.550 0.917 -0.17 0.01 -0.10
C 0.171 -2.966 0.289 -0.16 -0.12 0.05
C 6.092 2.552 0.796 -0.09 -0.06 -0.21
C 1.978 -1.310 0.676 0.04 0.04 -0.17
C -3.798 2.223 3.179 0.07 0.01 0.17
C -6.548 2.156 0.308 -0.45 0.14 0.29
C -0.736 -4.608 1.788 -0.15 -0.08 -0.05
C -0.076 0.444 -2.536 -0.29 0.12 0.09
C -3.652 1.757 0.840 0.00 0.04 0.15
C -4.299 1.616 -0.416 0.24 -0.08 -0.19
C 0.234 -3.667 1.482 0.08 0.06 0.02
C 5.773 2.617 -0.695 0.32 0.28 0.01
C -1.768 -4.857 0.905 -0.01 -0.07 0.11
C 5.980 1.051 1.053 -0.07 0.08 -0.19
C -1.846 -4.161 -0.295 -0.02 0.11 -0.20
H 5.038 -0.351 -0.344 -0.02 0.09 0.07
H 6.907 0.553 0.769 0.01 -0.03 0.04
H -1.770 -3.798 -3.062 0.00 0.04 0.03
H -2.523 -5.592 1.139 -0.06 -0.06 0.02
H -7.503 2.220 -0.214 0.06 0.00 0.05
H -6.616 1.411 1.103 -0.01 0.08 -0.08
H 0.924 -1.675 -1.046 0.07 0.00 0.12
H 2.635 1.218 -1.410 -0.06 -0.17 -0.07
H -6.304 3.128 0.742 -0.04 -0.09 -0.04
H 2.298 -0.386 -2.024 -0.01 0.12 0.07
H -0.677 -5.149 2.720 0.01 -0.04 0.08
H 7.075 2.954 1.028 0.02 0.06 0.04
H 5.757 0.810 2.089 0.03 -0.07 0.05
H -2.818 -2.481 -2.459 0.04 -0.03 0.01
H 0.375 1.071 0.806 0.12 -0.05 0.12
H 1.043 -3.460 2.162 0.05 0.01 0.00
H -3.333 1.285 3.496 0.01 0.03 -0.02
H -1.504 -2.129 -3.618 -0.06 -0.04 0.01
H -4.058 1.165 -2.468 -0.10 -0.01 -0.13
H 3.584 0.087 1.781 0.01 0.15 -0.13
H -4.597 2.482 3.872 0.10 -0.02 0.01
H 5.347 3.571 -1.012 0.08 -0.05 0.01
H -1.776 1.647 1.858 0.01 0.02 0.15
H -1.900 0.600 -3.423 0.20 0.00 0.09
H 3.113 1.601 0.955 0.04 0.01 0.04
H 5.340 3.095 1.370 0.00 0.06 0.02
H -3.049 3.021 3.177 0.00 -0.04 0.00
H 6.675 2.417 -1.291 -0.07 0.07 0.05
H -2.663 -4.362 -0.970 -0.05 0.02 -0.09
```
Positions in Å, forces in eV/Å.

Output
Frontier orbital gap: 8.1 eV
HOMO energy: -7.69 eV

---

| no. | calculated total energy (eV) |
| --- | --- |
| 1 | -139941.4468 |
| 2 | -10746.9001 |
| 3 | -222350.3495 |
| 4 | -43151.2124 |